Record 1
{
  "formula": "C9H6BrN2O4W",
  "method": "the ωB97M-V functional and the def2-TZVPD basis",
  "total_charge": 3,
  "spin_multiplicity": 1,
  "orbital_gap_ha": 0.212,
  "species": ["W", "O", "C", "O", "C", "O", "O", "Br", "N", "C", "N", "C", "C", "C", "C", "C", "C", "H", "H", "H", "H", "H", "H"],
  "coordinates": [[-1.37, -1.25, 0.58], [-5.26, -0.67, 0.63], [-4.18, -0.59, 0.95], [-3.02, -1.45, 0.09], [-3.34, 0.16, 2.06], [-3.74, 0.89, 2.84], [-1.93, -0.18, 1.92], [-0.59, -3.28, 1.26], [0.73, 0.47, -2.51], [-0.43, -0.06, -2.23], [-0.48, -0.38, -0.90], [0.80, 0.03, -0.33], [1.28, -0.05, 0.98], [2.57, 0.44, 1.16], [3.32, 0.97, 0.11], [2.83, 1.05, -1.19], [1.55, 0.55, -1.38], [1.00, 0.78, -3.45], [-1.23, -0.23, -2.94], [0.75, -0.44, 1.85], [3.01, 0.42, 2.15], [4.32, 1.34, 0.31], [3.42, 1.47, -1.99]]
}

=====

Record 2
{
  "formula": "C9H6ClNO3S",
  "method": "the ωB97M-V functional and the def2-TZVPD basis",
  "total_charge": 0,
  "spin_multiplicity": 1,
  "smiles": "Cc1onc(-c2csc(Cl)c2)c1C(=O)O",
  "orbital_gap_ha": 0.346,
  "species": ["C", "C", "O", "N", "C", "C", "C", "S", "C", "Cl", "C", "C", "C", "O", "O", "H", "H", "H", "H", "H", "H"],
  "coordinates": [[-0.64, 1.69, 2.93], [-0.06, 0.62, 2.08], [0.94, -0.21, 2.52], [1.39, -0.98, 1.41], [0.68, -0.59, 0.37], [0.90, -1.27, -0.93], [1.72, -2.33, -1.16], [1.70, -2.84, -2.86], [0.60, -1.53, -3.27], [-0.01, -1.16, -4.89], [0.28, -0.82, -2.16], [-0.25, 0.44, 0.74], [-1.11, 1.24, -0.06], [-0.72, 2.31, -0.45], [-2.37, 0.78, -0.27], [-0.84, 2.61, 2.34], [-1.57, 1.32, 3.35], [0.07, 2.01, 3.72], [2.29, -2.80, -0.37], [-0.31, 0.07, -2.20], [-2.73, 1.44, -0.84]]
}

=====

Record 3
{
  "formula": "C9H6F4MnO2S4",
  "method": "the ωB97M-V functional and the def2-TZVPD basis",
  "s2": 0.85,
  "total_charge": 0,
  "spin_multiplicity": 2,
  "orbital_gap_ha": [0.232, 0.226],
  "species": ["Mn", "S", "S", "S", "S", "F", "C", "F", "F", "C", "O", "O", "F", "C", "C", "C", "C", "C", "C", "C", "H", "H", "H", "H", "H", "H"],
  "coordinates": [[1.19, -0.69, -0.58], [1.06, -2.93, -0.77], [2.45, -3.49, -2.18], [3.97, -2.16, -1.96], [3.09, -0.42, -1.47], [-1.05, 2.00, -3.52], [-0.86, 2.24, -2.22], [-2.06, 2.31, -1.63], [-0.26, 3.42, -2.09], [-0.04, 1.11, -1.57], [-0.41, -0.08, -1.75], [0.95, 1.38, -0.86], [-3.71, 0.37, 1.34], [-2.40, 0.12, 1.40], [-1.53, 1.19, 1.61], [-0.18, 0.95, 1.66], [0.33, -0.37, 1.51], [1.76, -0.59, 1.34], [-0.59, -1.42, 1.34], [-1.96, -1.18, 1.27], [-1.93, 2.19, 1.71], [0.51, 1.77, 1.78], [2.16, -1.55, 1.63], [2.41, 0.25, 1.55], [-0.24, -2.44, 1.32], [-2.66, -1.98, 1.13]]
}

=====

Record 4
{
  "formula": "C9H6F8N2O6S2",
  "method": "the ωB97M-V functional and the def2-TZVPD basis",
  "total_charge": 0,
  "spin_multiplicity": 1,
  "smiles": "O=S(=O)(F)NS(=O)(=O)C(F)(F)C(F)(F)C(F)(F)F.O=[N+]([O-])c1ccccc1",
  "orbital_gap_ha": 0.359,
  "species": ["O", "S", "O", "F", "N", "S", "O", "O", "C", "F", "F", "C", "F", "F", "C", "F", "F", "F", "H", "O", "N", "O", "C", "C", "C", "C", "C", "C", "H", "H", "H", "H", "H"],
  "coordinates": [[-0.65, 0.02, 0.59], [0.09, 1.21, 0.79], [1.19, 1.24, 1.67], [0.54, 1.74, -0.59], [-0.98, 2.38, 1.34], [-1.90, 3.41, 0.34], [-1.04, 4.07, -0.58], [-2.72, 4.16, 1.22], [-3.03, 2.33, -0.69], [-2.37, 1.26, -1.14], [-3.30, 3.15, -1.73], [-4.43, 1.89, -0.09], [-5.30, 2.89, -0.23], [-4.82, 0.86, -0.88], [-4.49, 1.36, 1.38], [-4.64, 2.33, 2.25], [-5.52, 0.55, 1.49], [-3.39, 0.67, 1.66], [-0.41, 3.05, 1.87], [4.01, -3.85, -3.42], [4.30, -4.09, -2.27], [5.04, -4.99, -1.92], [3.71, -3.24, -1.22], [2.85, -2.23, -1.59], [2.29, -1.44, -0.60], [2.60, -1.66, 0.73], [3.48, -2.68, 1.08], [4.05, -3.48, 0.10], [2.61, -2.07, -2.63], [1.60, -0.65, -0.88], [2.16, -1.05, 1.51], [3.73, -2.85, 2.12], [4.73, -4.27, 0.35]]
}

=====

Record 5
{
  "formula": "C9H6FO3",
  "method": "the ωB97M-V functional and the def2-TZVPD basis",
  "total_charge": -1,
  "spin_multiplicity": 1,
  "orbital_gap_ha": 0.162,
  "species": ["C", "C", "C", "C", "C", "C", "C", "C", "C", "O", "O", "O", "F", "H", "H", "H", "H", "H", "H"],
  "coordinates": [[2.79, 0.23, -0.21], [2.58, -1.05, -0.69], [1.75, 1.01, 0.28], [1.40, -1.71, -0.48], [0.52, 0.42, 0.28], [0.30, -0.97, 0.05], [-4.18, 0.95, -0.31], [-0.86, 1.07, 0.56], [-0.97, -1.27, 0.50], [-3.59, 1.78, -0.86], [-4.83, 0.11, 0.12], [-1.73, -0.01, 0.79], [-1.64, -2.33, -0.08], [3.73, 0.71, -0.10], [3.28, -1.71, -1.07], [2.04, 2.06, 0.58], [1.44, -2.73, -0.72], [-0.71, 1.66, 1.56], [-1.31, 1.79, -0.21]]
}